No. 1
ORCA calculation (ωB97M-V/def2-TZVPD) on 2 unconnected molecules or ions with the total composition C2H11N2O at a distorted geometry.

Geometry as XYZ:
```
16
Properties=species:S:1:pos:R:3:mulliken_charge:R:1
N 0.586 -0.691 -0.284 -0.267
C -0.358 0.341 0.365 -0.611
C -0.550 1.576 -0.498 -0.544
N -1.487 1.355 -1.575 -0.531
H 0.217 -0.779 -1.233 0.360
H 1.514 -0.395 -0.137 0.323
H 0.441 -1.599 0.159 0.359
H -1.271 -0.158 0.671 0.367
H 0.195 0.620 1.255 0.329
H -0.867 2.319 0.240 0.363
H 0.399 1.903 -0.888 0.390
H -2.352 1.868 -1.497 0.227
H -1.081 1.539 -2.481 0.236
H 1.134 -2.516 2.655 0.326
H 1.978 -3.072 1.457 0.327
O 1.502 -2.309 1.791 -0.655
```

* net charge: +1
* highest occupied orbital energy: -13.624 eV
* DFT total energy: -267.306014 a.u.
* multiplicity: 1

---

No. 2
ORCA calculation (ωB97M-V/def2-TZVPD) on 15 unconnected molecules or ions with the total composition H29O15 at a distorted geometry.

Geometry as XYZ:
```
44
Properties=species:S:1:pos:R:3:mulliken_charge:R:1
O 3.791 2.767 -1.406 -0.613
H 3.456 1.877 -1.498 0.311
H 0.652 -1.527 -2.840 0.382
O 3.758 2.458 1.067 -0.535
H 3.887 1.787 1.718 0.209
H -2.651 -0.798 -2.578 0.405
O 0.113 -2.240 -2.900 -0.569
H -0.494 -0.032 -1.782 0.607
H 1.625 -4.582 -1.202 0.285
O -3.739 2.831 -2.033 -0.604
H 0.676 2.727 -0.531 0.344
H -2.918 2.790 -1.668 0.301
O -1.074 -2.897 0.153 -0.787
H -1.963 -3.069 -0.379 0.299
H 0.897 -0.579 -1.044 0.302
O 0.431 -3.551 2.554 -0.582
H -2.707 1.367 1.885 0.336
H 1.266 -3.131 2.784 0.276
O -1.932 -0.023 -1.524 -0.799
H -1.201 -1.886 0.246 0.452
H 3.300 3.239 1.326 0.349
O 1.515 3.598 1.993 -0.707
H 1.078 2.820 1.544 0.442
H 4.437 2.755 -0.820 0.283
O 0.290 2.013 0.038 -0.626
H 0.297 1.295 -0.678 0.235
H -0.848 -1.866 -3.050 0.272
O -3.647 1.485 2.354 -0.658
H -4.004 2.122 -2.504 0.302
O -1.360 -1.594 2.048 -0.607
H -1.281 -0.912 2.677 0.223
H -4.142 2.155 1.821 0.315
O 2.810 -0.951 3.635 -0.629
H 3.225 -0.110 3.376 0.315
H 2.036 -0.976 2.972 0.315
O 0.629 -0.013 -1.713 -0.993
H -2.021 0.931 -1.708 -0.006
H 1.297 4.278 1.439 0.271
O 1.701 -3.653 -0.788 -0.655
H 0.003 -3.088 1.946 0.334
H -1.307 -2.558 2.485 0.361
O -2.973 -1.273 -3.470 -0.760
H 0.906 -3.305 -0.327 0.365
H -3.811 -0.678 -3.618 0.239
```

* net charge: -1
* highest occupied orbital energy: -6.376 eV
* DFT total energy: -1145.923802 a.u.
* multiplicity: 1

---

No. 3
ORCA calculation (ωB97M-V/def2-TZVPD) on a molecular structure, C17H17N3O5S2 at a distorted geometry.

Geometry as XYZ:
```
44
Properties=species:S:1:pos:R:3:mulliken_charge:R:1
C 5.543 -3.740 -2.226 -1.397
C 4.595 -2.487 -2.307 -0.335
H 5.214 -1.659 -2.338 0.397
H 3.962 -2.555 -3.180 0.333
O 3.928 -2.490 -1.304 -0.101
C 3.292 -1.327 -1.043 0.682
O 3.276 -0.396 -1.930 -0.780
C 2.450 -1.415 0.262 -0.303
C 1.614 -0.360 0.493 -0.028
N 1.304 0.779 -0.430 0.032
C 0.509 1.662 0.079 0.411
O -0.068 1.663 1.005 -0.371
C 0.169 2.687 -1.461 -0.804
H -0.459 3.509 -0.854 0.334
H 1.115 3.015 -1.689 0.506
S -0.374 1.868 -2.662 -0.205
C -1.858 1.229 -1.972 0.634
N -2.372 0.050 -2.104 -0.466
N -3.584 -0.166 -1.113 -0.339
C -3.364 1.020 -0.384 0.071
C -4.323 1.170 0.571 0.677
C -5.182 0.564 1.275 -0.087
C -5.862 1.307 2.313 -0.764
C -5.018 2.551 2.311 -0.390
O -4.326 2.178 1.339 -0.382
H -5.282 3.345 2.862 0.548
H -6.700 1.119 2.660 0.603
H -5.718 -0.515 0.960 0.170
O -2.322 1.865 -0.838 -0.177
H 1.844 0.738 -1.287 0.328
S 0.811 -0.396 2.129 -0.325
C 1.689 -1.899 2.347 0.697
C 2.518 -2.172 1.457 0.538
C 3.412 -3.393 1.335 -1.649
H 3.158 -4.082 0.599 0.419
H 3.242 -3.939 2.624 0.209
H 4.338 -3.276 1.279 0.592
C 1.610 -2.232 3.848 -1.481
H 0.802 -1.871 4.365 0.472
H 2.559 -2.535 4.439 0.253
H 1.095 -3.253 3.602 0.387
H 5.123 -4.582 -2.004 0.494
H 6.346 -3.805 -1.464 0.345
H 6.178 -3.892 -3.311 0.253
```

* highest occupied orbital energy: -8.087 eV
* DFT total energy: -1994.244978 a.u.
* multiplicity: 1

---

No. 4
ORCA calculation (ωB97M-V/def2-TZVPD) on C6H9NS in the gas phase at a distorted geometry.

Geometry as XYZ:
```
17
Properties=species:S:1:pos:R:3:mulliken_charge:R:1
C -1.436 -1.527 -0.693 -1.012
C -1.166 -0.156 -1.219 -0.294
C 0.243 0.142 -0.866 -0.894
C 0.426 0.354 0.658 -0.086
C 1.656 1.081 1.018 -0.194
C 1.699 1.358 2.379 0.192
H -1.350 -2.265 -1.541 0.283
H -0.626 -1.664 0.031 0.226
H -2.382 -1.667 -0.210 0.328
H -1.394 0.000 -2.262 0.367
H -1.755 0.515 -0.529 0.198
H 0.505 1.077 -1.335 0.485
H 0.941 -0.674 -1.215 0.285
H 0.516 -0.641 1.076 0.295
H -0.425 0.869 1.067 0.356
N 1.644 1.484 3.556 -0.397
S 2.903 1.715 0.083 -0.137
```

* highest occupied orbital energy: -9.555 eV
* DFT total energy: -686.896630 a.u.
* multiplicity: 1
* SMILES: CCCCC(=S)C#N

---

- Which value of multiplicity does entry 3 give?
  1